(1)
Computed, not measured: a molecular structure, C38H43AsIrNO2P2S, with ωB97M-V/def2-TZVPD.

Values from the calculation:
HOMO energy (alpha / beta) in eV: -15.0621 / -15.0621
E_tot in eV: -138756.9557
Expectation value of S²: 0.75
Multiplicity: 2
Net charge: +3
Gap between HOMO and LUMO (alpha / beta) in eV: 6.28 / 3.04
Energy above the lowest of the compared OMol25 structures with the same formula, charge and spin in kJ/mol: 0.0

Geometry (Å):
H  2.778  -0.461  -3.546
C  2.207  4.332  -1.569
H  -1.484  -4.101  -3.115
C  1.654  4.079  -0.322
H  2.833  -1.330  4.798
H  -1.205  1.970  2.006
C  -2.329  2.719  -2.697
P  -0.833  -1.023  0.522
C  1.244  -2.335  3.771
H  0.666  1.915  -3.368
H  -2.705  3.021  0.265
C  6.397  -3.459  -1.060
C  -1.959  1.376  1.477
C  2.051  -0.137  3.194
H  2.920  5.137  -1.689
H  -0.952  -3.886  0.422
H  -4.822  3.373  1.679
C  -3.088  2.266  0.957
H  4.289  0.313  -0.481
H  -3.748  5.730  4.564
C  1.849  3.555  -2.665
C  2.899  -2.436  -0.020
C  -2.242  1.447  -2.129
H  2.397  -3.320  -0.419
H  2.539  -2.258  0.992
C  0.377  2.266  -1.256
H  7.164  -1.443  1.548
H  -3.226  -0.462  -1.867
H  -1.515  3.426  -2.603
C  0.319  -2.275  2.739
H  0.311  2.864  0.816
H  1.282  -3.209  4.407
H  4.414  -3.924  -1.725
H  2.718  0.694  3.383
H  2.904  0.997  0.394
C  -3.471  3.082  -3.398
P  -0.809  0.931  -1.185
C  0.269  -1.145  1.920
C  7.172  -2.762  -0.144
C  -2.206  -2.146  0.709
Ir  -0.090  -1.191  -1.554
C  -3.005  -4.416  0.687
H  -5.243  0.206  -3.101
H  -4.513  4.111  4.707
C  -3.297  0.539  -2.276
N  -1.327  0.586  0.414
H  -3.790  1.665  0.375
O  -1.786  -2.188  -2.430
H  -5.402  2.465  -4.092
C  0.732  3.053  -0.164
H  -5.093  5.259  3.470
C  0.943  2.518  -2.509
H  1.083  0.815  1.537
H  4.083  -1.401  -2.786
C  5.014  -3.358  -1.020
H  -3.536  4.064  -3.846
H  -5.121  -4.658  0.939
C  -1.080  -3.220  -2.612
C  6.562  -1.971  0.821
H  2.582  -2.216  -3.281
H  -0.364  -3.099  2.590
C  4.395  -2.561  -0.062
C  -3.897  2.934  2.068
H  6.870  -4.090  -1.800
C  -3.511  -1.685  0.867
C  -4.304  -3.953  0.871
H  1.941  4.686  0.527
H  2.277  3.757  -3.638
As  2.278  -0.948  -1.123
C  -4.215  4.910  4.022
H  -3.721  -0.623  0.909
H  8.250  -2.846  -0.172
C  2.112  -1.275  3.993
C  -1.957  -3.518  0.599
H  4.702  -1.272  1.630
H  -2.356  0.669  2.211
H  -4.190  2.237  2.863
C  5.179  -1.873  0.862
C  3.002  -1.294  -2.881
O  0.124  -3.203  -2.198
C  -4.518  2.182  -3.535
H  -5.571  -2.237  1.082
C  1.133  -0.071  2.161
H  3.149  1.392  -1.324
C  -4.432  0.911  -2.975
C  3.246  0.621  -0.564
S  -3.027  4.277  2.871
C  -4.557  -2.591  0.955
H  -2.814  -5.478  0.607

(2)
Computed, not measured: a molecular structure, C38H43Br12F3O12 in a non-equilibrium geometry, with ωB97M-V/def2-TZVPD.

Values from the calculation:
HOMO energy in eV: -9.2949
E_tot in eV: -913331.5278
Multiplicity: 1
Gap between HOMO and LUMO in eV: 8.57

Geometry (Å):
O  13.533  21.176  -5.083
H  23.258  7.599  5.553
Br  15.043  1.813  -3.587
O  13.869  9.627  7.918
H  13.340  11.805  -7.972
C  23.544  10.467  -4.497
H  21.069  8.224  -3.077
O  22.191  10.378  -4.565
O  24.213  10.392  -5.500
C  8.082  14.376  4.615
C  16.396  12.416  -0.002
C  20.621  19.846  -0.855
O  21.365  18.998  -1.788
C  12.257  8.157  12.010
H  14.319  9.896  0.962
C  9.350  16.289  3.870
C  20.328  18.985  0.322
H  19.908  9.231  -3.966
C  14.770  10.672  0.360
H  11.407  13.579  4.219
H  13.995  17.206  -4.469
H  12.461  7.387  12.754
H  15.902  11.580  1.919
C  22.203  7.606  5.322
H  20.186  19.025  2.456
Br  12.596  3.888  -4.413
C  14.116  18.522  -2.900
C  15.151  11.498  -1.829
C  10.556  15.543  3.914
C  20.286  8.327  3.965
O  13.436  19.744  -3.283
H  11.542  6.428  4.201
O  23.969  10.445  -3.213
C  20.009  6.730  5.731
H  21.139  11.309  -2.942
H  19.727  20.091  -1.428
Br  14.329  4.339  -1.731
H  17.161  13.104  0.325
C  15.656  11.604  0.868
F  16.655  13.255  -2.189
C  13.739  8.856  8.850
C  13.435  8.204  10.977
O  13.230  9.206  10.038
C  21.635  8.344  4.268
C  10.499  14.163  4.208
C  13.740  20.127  -4.537
C  13.081  10.906  -8.531
O  22.256  16.886  -1.716
H  21.072  20.788  -0.544
H  12.110  9.153  12.427
C  8.124  15.738  4.250
F  9.350  17.604  3.502
H  13.507  16.628  -1.943
Br  11.361  10.005  -8.073
H  7.156  13.916  4.926
H  21.532  14.675  8.127
C  9.219  13.589  4.570
H  9.176  12.514  4.664
H  14.321  6.316  10.412
C  22.891  10.174  -2.359
Br  9.480  6.349  2.793
H  19.264  18.760  0.259
Br  22.674  16.486  7.004
H  23.033  9.186  -1.921
C  21.421  6.798  6.096
C  13.164  17.636  -2.177
O  13.888  7.527  8.822
Br  14.706  9.747  -8.450
H  12.909  18.090  -1.219
H  12.218  17.629  -2.718
Br  23.512  13.244  7.132
F  22.401  9.157  3.472
C  13.659  2.996  -2.954
C  22.052  14.573  7.174
C  16.102  12.356  -1.344
H  19.362  6.223  6.431
C  21.608  17.780  -1.206
O  14.452  19.180  -5.101
H  14.957  11.468  -2.891
H  21.828  6.233  6.921
H  13.783  9.982  -1.514
C  20.607  9.210  -3.130
H  21.695  19.543  1.929
C  10.847  5.602  4.051
H  19.963  8.982  3.169
C  14.688  18.015  -4.241
H  15.745  17.758  -4.174
H  15.021  18.721  -2.326
H  12.581  6.448  9.928
H  22.975  10.928  -1.576
H  18.390  7.517  4.472
C  20.639  19.632  1.672
H  14.398  8.527  11.373
H  7.249  16.371  4.267
Br  10.006  5.048  5.773
O  21.091  17.782  0.078
C  19.442  7.533  4.714
C  21.631  10.384  -3.244
Br  20.661  14.240  5.725
C  14.498  10.614  -1.008
H  20.390  20.692  1.704
Br  11.772  4.065  3.226
C  13.529  6.973  10.052
H  20.068  9.293  -2.186
Br  13.055  11.633  -10.370
H  13.043  2.373  -2.306
H  11.499  15.990  3.638
H  11.368  7.739  11.538

(3)
Computed, not measured: a molecular structure, C38H43N13OP2S7Tl, with ωB97M-V/def2-TZVPD.

Values from the calculation:
HOMO energy in eV: -10.3743
E_tot in eV: -160637.6026
Multiplicity: 1
Net charge: +1
Gap between HOMO and LUMO in eV: 6.70
Energy above the lowest of the compared OMol25 structures with the same formula, charge and spin in kJ/mol: 0.0

Geometry (Å):
C  -0.976  -3.908  -2.411
H  -5.014  4.756  3.983
C  -1.562  2.967  -0.620
C  3.348  3.574  -0.300
H  -3.171  2.575  2.794
H  -2.231  -0.561  4.425
H  4.573  -1.380  -0.140
N  -1.743  1.738  -0.133
H  -5.234  -3.314  -0.342
C  2.705  -1.075  3.111
N  1.746  -0.836  -7.163
C  4.299  -0.976  0.839
H  -1.108  3.031  -1.606
C  -2.454  4.007  1.339
H  1.016  1.781  3.691
H  -1.716  5.092  -0.374
C  1.391  -0.725  -5.878
H  3.965  -3.495  2.149
Tl  -0.223  -0.672  -0.623
C  1.434  -1.391  3.913
C  0.017  -4.430  -4.541
N  0.080  -0.538  -5.620
H  -2.490  0.632  1.436
H  3.570  -1.566  3.567
C  -1.294  -1.112  4.520
C  -1.684  -0.251  -4.031
C  -2.872  4.937  3.896
C  1.912  2.241  -1.661
H  0.632  1.004  5.246
H  -4.966  3.866  6.313
H  1.179  -2.452  3.816
C  -1.694  4.778  4.610
C  -4.311  0.129  -3.432
N  -1.897  -3.787  -1.675
O  1.447  -3.166  -1.449
C  -0.223  -0.446  -4.341
H  2.235  -3.907  2.057
H  3.387  -4.198  -2.675
C  -4.076  4.627  4.508
H  -0.740  5.028  4.163
H  1.505  1.964  -2.628
S  5.666  4.721  -1.223
C  -2.593  -0.102  -5.071
C  -2.240  -4.604  -0.509
C  0.104  -4.010  -3.174
S  -2.824  -2.472  1.231
C  -4.043  4.133  5.807
H  2.602  -0.773  -1.779
H  1.033  -0.858  -7.869
H  3.181  3.116  1.805
H  -4.475  -3.377  -1.963
C  0.132  -5.370  0.464
H  -2.239  -0.135  -6.091
H  3.819  -0.875  -3.024
H  -3.588  -0.009  -1.408
N  2.353  -0.802  -4.960
C  1.928  -0.677  -3.707
C  -3.929  0.091  -4.762
C  -2.325  1.642  1.064
H  5.066  -1.270  1.559
H  3.185  -3.850  0.580
H  3.520  5.332  1.549
C  -1.896  4.119  0.067
N  0.032  -4.738  -5.650
H  2.701  -1.039  -7.394
H  -5.844  -4.446  -1.579
H  -5.344  0.283  -3.145
H  3.240  3.744  -2.435
C  0.280  1.174  4.225
N  -2.051  -0.226  -2.749
C  2.832  2.901  0.801
C  4.433  4.596  -0.144
H  4.284  0.114  0.762
N  4.337  5.348  0.963
S  -1.203  -6.106  -0.383
C  -1.771  4.283  5.903
H  5.035  6.055  1.121
P  2.635  -1.606  1.332
C  -3.335  -0.037  -2.462
H  2.899  0.004  3.132
S  -0.304  -3.902  1.316
C  1.902  1.896  0.596
H  -0.870  4.143  6.491
H  -4.661  0.213  -5.550
N  2.870  -0.700  -2.746
H  -0.949  -1.048  5.554
S  -2.821  5.504  2.210
N  1.448  1.557  -0.609
H  -0.650  1.748  4.265
N  -2.918  3.951  6.497
S  1.606  -6.009  0.548
C  -4.959  -3.952  -1.174
H  1.497  1.329  1.432
P  -0.043  -0.424  3.359
H  2.427  -4.817  -3.976
N  2.495  -4.278  -3.129
H  1.596  -1.194  4.976
C  3.053  -3.381  1.558
C  2.865  3.237  -1.557
C  -2.700  2.731  1.833
N  0.640  -0.513  -3.323
C  -1.905  -3.676  0.693
H  -1.496  -2.157  4.274
C  1.412  -3.759  -2.509
S  -3.893  -5.312  -0.642